<i>
Computed, not measured: a molecular structure, C3H2O4, with ωB97M-V/def2-TZVPD.

Each line ends with the natural charge from an NBO analysis.
Geometry (Å):
C -0.230 -0.148 0.287  0.236
C -0.841 -1.314 -0.624  0.283
C -2.186 -0.406 0.020  0.855
O -1.359 0.647 0.507  -0.473
O -2.761 -1.242 0.640  -0.472
O -1.848 -0.756 -1.248  -0.425
O 0.783 0.496 -0.405  -0.675
H 0.133 -0.265 1.302  0.181
H 1.279 -0.148 -0.893  0.489


<ii>
Computed, not measured: 2 unconnected molecules or ions with the total composition C3H2O4, with ωB97M-V/def2-TZVPD.

Each line ends with the natural charge from an NBO analysis.
Geometry (Å):
C 1.130 -0.428 0.209  -0.212
C 0.406 -1.221 -0.530  0.641
C -1.755 0.635 0.157  1.029
O -1.191 1.117 -0.701  -0.534
O -0.305 -1.959 -1.064  -0.444
O -2.237 0.217 1.092  -0.496
O 1.656 0.851 -0.026  -0.709
H 1.103 -0.802 1.216  0.224
H 1.193 1.591 -0.353  0.500

SMILES   O=C=CO.O=C=O


Result of the stability comparison: <ii> is the most stable of them.


<i>
Computed, not measured: C2H6N4O in the gas phase, with ωB97M-V/def2-TZVPD.

Each line ends with the natural charge from an NBO analysis.
Geometry (Å):
C -0.884 -0.502 0.144  0.540
C 1.608 -0.387 0.080  0.776
H -2.240 0.762 0.544  0.434
H -0.546 1.619 0.477  0.405
H -2.639 -0.651 -0.801  0.321
H 0.502 -1.916 0.332  0.418
H 0.439 1.245 -0.231  0.355
H 2.193 1.430 -0.828  0.415
N -1.213 0.766 0.140  -0.870
N -1.770 -1.383 -0.333  -0.693
N 0.461 -0.939 0.653  -0.647
N 1.380 0.984 -0.058  -0.839
O 2.708 -1.028 -0.120  -0.617

SMILES   [H]/N=C(\N)NC(N)=O


<ii>
Computed, not measured: 2 unconnected molecules or ions with the total composition C2H6N4O, with ωB97M-V/def2-TZVPD.

Each line ends with the natural charge from an NBO analysis.
Geometry (Å):
C -0.042 -0.600 0.647  0.179
C -2.092 0.655 -0.277  0.203
H 3.158 -0.509 -0.030  0.455
H 3.487 0.284 -1.123  0.464
H 0.765 1.271 0.785  0.389
H 0.635 -0.998 1.369  0.191
H -2.708 -1.281 -0.786  0.393
H -3.045 1.079 -0.522  0.195
N 0.025 0.757 0.297  -0.510
N -0.989 -1.364 0.254  -0.272
N -1.900 -0.731 -0.529  -0.491
N -1.184 1.420 0.185  -0.278
O 3.892 0.016 -0.271  -0.917

SMILES   C1=NNC=NN1.O


Result of the stability comparison: <ii> is the most stable of them.


<i>
Computed, not measured: 2 unconnected molecules or ions with the total composition C2H4Cl2N2, with ωB97M-V/def2-TZVPD.

Each line ends with the natural charge from an NBO analysis.
Geometry (Å):
C 1.300 -0.757 0.223  0.213
C 0.840 0.638 -0.169  0.059
N 0.578 -1.405 1.005  -0.618
N -0.392 0.867 0.198  -0.841
Cl 2.866 -1.158 -0.441  0.005
Cl 2.172 1.784 0.304  -0.075
H 1.040 0.857 -1.876  0.062
H 1.109 -2.269 1.265  0.369
H -0.896 0.303 0.850  0.425
H -0.616 1.938 0.249  0.401


<ii>
Computed, not measured: 2 unconnected molecules or ions with the total composition C2H4Cl2N2, with ωB97M-V/def2-TZVPD.

Each line ends with the natural charge from an NBO analysis.
Geometry (Å):
C 0.684 -0.424 0.466  0.221
C 0.070 0.424 -0.609  0.111
N 0.218 -0.453 1.595  -0.727
N -1.016 1.189 -0.346  -0.757
Cl 2.400 -0.902 0.056  -0.103
Cl 0.804 0.598 -2.091  0.110
H -0.544 -1.750 -0.632  -0.073
H 0.385 -1.170 2.272  0.387
H -1.530 1.130 0.510  0.431
H -1.470 1.357 -1.220  0.399


Result of the stability comparison: <i> is the most stable of them.


<i>
Computed, not measured: C2H4Cl2N2 in the gas phase, with ωB97M-V/def2-TZVPD.

Each line ends with the natural charge from an NBO analysis.
Geometry (Å):
C -0.044 -0.958 0.124  -0.254
C 1.053 -0.375 -0.177  0.078
N -2.974 0.960 -0.211  -0.816
N 2.372 -0.909 -0.181  -0.816
Cl -1.711 -0.683 -0.018  0.432
Cl 1.159 1.440 -0.212  -0.078
H -2.460 1.753 -0.531  0.347
H -2.929 0.948 0.785  0.334
H 2.418 -1.820 0.312  0.387
H 3.115 -0.354 0.109  0.388


<ii>
Computed, not measured: 2 unconnected molecules or ions with the total composition C2H4Cl2N2, with ωB97M-V/def2-TZVPD.

Each line ends with the natural charge from an NBO analysis.
Geometry (Å):
C 1.480 0.033 0.383  0.086
C -0.928 1.025 -0.114  0.065
N 1.771 0.665 1.515  -0.798
N -1.176 0.838 -1.371  -0.765
Cl 2.274 0.828 -0.939  -0.096
Cl -2.399 1.115 0.722  -0.053
H 1.421 0.220 2.374  0.387
H 2.510 1.245 1.896  0.385
H -0.369 0.848 -1.951  0.410
H -2.124 0.686 -1.779  0.379


<iii>
Computed, not measured: C2H4Cl2N2 in the gas phase, with ωB97M-V/def2-TZVPD.

Each line ends with the natural charge from an NBO analysis.
Geometry (Å):
C 0.254 0.141 -0.297  0.399
C -0.345 0.809 0.940  -0.439
N 1.450 0.450 -0.619  -0.476
N -0.497 -0.875 -0.791  -0.800
Cl -2.106 0.936 0.928  -0.031
Cl 2.257 -0.584 -1.742  0.072
H 0.104 1.787 0.907  0.249
H -0.027 0.132 1.831  0.243
H -1.246 -1.133 -0.201  0.387
H 0.156 -1.664 -0.957  0.395

SMILES   N/C(CCl)=N\Cl


Result of the stability comparison: <iii> is the most stable of them.